This record from the Open Molecules 2025 dataset describes an isolated molecule of C4H5NO2. The level of theory is ωB97M-V/def2-TZVPD.

Properties
relative energy (zero: lowest compared OMol25 entry of this formula, charge and spin) = 66.80 kcal per mole
HOMO level = -9.2069 eV
frontier orbital gap = 0.3576 Ha
LUMO = 0.52 eV
largest force on an atom = 0.52 eV/Å

Each line ends with the Löwdin charge.
Geometry (Å):
1 O -1.156 -2.291 -0.144  0.113
2 N 1.700 -1.606 0.175  0.096
3 H 0.552 1.062 0.174  0.106
4 H 1.469 -1.939 1.111  0.129
5 H 2.682 -1.656 -0.068  0.107
6 C 0.841 -1.165 -0.699  -0.003
7 H -2.213 2.348 -0.236  0.071
8 O -1.219 -0.071 -0.033  0.030
9 C -0.522 1.117 0.012  -0.215
10 C -0.557 -1.246 -0.225  -0.539
11 C -1.138 2.285 -0.089  0.044
12 H -0.528 3.182 -0.017  0.061

This record from the Open Molecules 2025 dataset describes a structure of composition C13H19BrOScSi. The level of theory is ωB97M-V/def2-TZVPD.

Properties
relative energy (zero: lowest compared OMol25 entry of this formula, charge and spin) = 0.00 kcal per mole
HOMO level = -4.3663 eV
frontier orbital gap = 0.2624 Ha
LUMO = 2.77 eV
largest force on an atom = 2.80 eV/Å
net charge = -1

Each line ends with the Löwdin charge.
Geometry (Å):
1 H -1.851 3.543 2.827  0.028
2 H 1.702 1.394 3.809  0.032
3 H 1.746 -0.827 -2.301  0.106
4 H -2.270 2.766 4.410  0.023
5 C -1.175 -0.759 -1.820  -0.201
6 Sc 0.000 0.000 0.000  0.385
7 C 0.985 1.186 -1.698  -0.199
8 H 0.694 2.855 -0.269  0.110
9 C -2.094 2.586 3.330  -0.185
10 C -2.341 0.094 -0.056  -0.160
11 H -2.029 -0.631 3.550  0.029
12 C -1.844 0.395 -1.332  -0.176
13 H 1.126 3.065 3.408  0.031
14 C -1.224 -1.747 -0.827  -0.228
15 C 1.968 1.144 0.353  -0.189
16 C -1.937 -1.212 0.274  -0.234
17 H -1.964 1.331 -1.848  0.107
18 H 2.230 1.396 1.363  0.097
19 H -0.764 -2.717 -0.866  0.092
20 C 0.864 2.112 3.912  -0.181
21 H -2.097 -1.700 1.218  0.083
22 H -3.007 2.148 2.876  0.024
23 C -1.127 -0.184 4.016  -0.203
24 H -1.342 0.048 5.080  0.023
25 Si -0.671 1.396 3.127  0.184
26 H -0.288 -0.903 3.981  -0.024
27 Br 0.807 -1.844 1.580  0.241
28 C 1.691 -0.040 -1.569  -0.191
29 H -2.876 0.766 0.586  0.102
30 H 0.674 2.303 4.988  0.024
31 C 1.147 1.911 -0.509  -0.166
32 C 2.322 -0.040 -0.317  -0.246
33 H 0.415 1.498 -2.554  0.104
34 O -0.416 1.156 1.567  -0.413
35 H -0.700 -0.853 -2.780  0.105
36 H 2.916 -0.837 0.088  0.067

This record from the Open Molecules 2025 dataset describes a structure of composition C10H15FNO4S3. The level of theory is ωB97M-V/def2-TZVPD.

Properties
HOMO level = -5.7439 eV
frontier orbital gap = 0.2975 Ha
LUMO = 2.35 eV
largest force on an atom = 0.51 eV/Å
net charge = -1

Each line ends with the Löwdin charge.
Geometry (Å):
1 C -2.547 -1.961 -3.193  -0.010
2 C 3.861 1.315 1.828  -0.171
3 H -0.502 3.307 1.920  0.088
4 H -1.083 1.541 0.346  0.114
5 O 4.716 3.115 0.196  -0.353
6 H -1.364 1.088 2.014  0.101
7 O 4.743 3.600 2.612  -0.375
8 H -3.457 -2.644 -5.003  0.102
9 O 1.700 2.161 -0.382  -0.356
10 N 2.587 3.711 1.468  -0.352
11 C 0.208 2.494 1.768  -0.251
12 C -0.574 1.276 1.276  -0.295
13 S 4.037 3.047 1.471  0.450
14 C 0.168 -0.045 1.096  -0.569
15 C -2.617 -3.507 -1.331  -0.013
16 H -4.132 -4.828 -4.059  0.097
17 O 0.669 4.357 0.050  -0.359
18 S 1.382 3.208 0.574  0.496
19 H 0.955 0.231 3.356  -0.168
20 C -3.225 -2.885 -3.974  -0.088
21 H 0.723 2.336 2.716  0.074
22 H 1.024 0.072 0.439  0.050
23 H 4.876 0.920 1.831  0.059
24 H -2.364 -3.723 -0.302  0.119
25 H -3.592 -5.373 -1.708  0.101
26 C -2.257 -2.295 -1.885  -0.278
27 F -1.598 -1.404 -1.122  0.058
28 H 3.424 1.194 2.816  0.049
29 H -2.244 -0.997 -3.579  0.121
30 H -0.521 -0.747 0.626  0.033
31 C -3.298 -4.419 -2.125  -0.090
32 H 3.280 0.828 1.052  0.039
33 C -3.602 -4.112 -3.445  -0.105
34 S 0.624 -0.860 2.655  0.683

This record from the Open Molecules 2025 dataset describes a structure of composition C21H31BaCl5P2. The level of theory is ωB97M-V/def2-TZVPD.

Properties
relative energy (zero: lowest compared OMol25 entry of this formula, charge and spin) = 24.79 kcal per mole
HOMO level = -5.4741 eV
frontier orbital gap = 0.1494 Ha
LUMO = -1.41 eV
largest force on an atom = 3.68 eV/Å

Each line ends with the Löwdin charge.
Geometry (Å):
1 H 2.019 -2.133 -2.836  0.094
2 H -2.085 1.602 -3.845  0.047
3 C -0.040 -2.284 -2.340  -0.111
4 C 2.121 -0.377 -0.172  -0.429
5 H -3.550 2.992 -1.184  0.038
6 H -0.028 0.698 4.657  -0.072
7 H 1.165 0.894 -3.471  0.089
8 P 2.439 1.097 -1.443  0.945
9 Cl -5.112 -3.128 5.762  0.656
10 H -0.441 -2.271 -3.346  0.090
11 Cl -2.886 -4.848 4.493  0.659
12 H -2.287 4.189 -1.455  0.036
13 H 0.324 0.775 -0.153  -0.068
14 C 2.651 2.623 -0.466  -0.197
15 H 1.387 0.833 3.618  -0.091
16 H -0.394 2.733 -3.501  0.085
17 H 0.928 -3.039 -0.132  0.086
18 H 1.964 2.406 -3.290  0.088
19 H 4.349 1.342 -3.024  0.048
20 C 3.941 0.549 -2.375  -0.190
21 C 0.017 2.529 -2.496  -0.421
22 C 2.589 -1.738 -0.240  -0.196
23 C 1.389 -2.783 -2.201  -0.189
24 H -1.823 -1.514 -1.546  0.079
25 C -0.775 -1.774 -1.337  -0.091
26 C -1.684 -2.481 3.745  -0.750
27 C -2.785 -3.152 4.386  -0.735
28 C 1.827 -2.869 -0.732  -0.266
29 C -3.735 -0.967 4.792  -0.723
30 C 1.300 1.710 -2.737  -0.357
31 Cl -4.858 -0.065 5.698  0.648
32 H 0.279 3.507 -2.084  0.065
33 C -1.777 -1.145 3.406  -0.148
34 P -1.412 1.884 -1.488  0.719
35 H 2.414 -3.792 -0.659  0.110
36 C -1.868 0.889 -3.023  -0.267
37 H -2.733 0.216 -2.894  0.050
38 Ba -1.156 2.348 1.472  1.427
39 H 0.616 2.267 4.287  -0.120
40 H 1.691 3.160 -0.383  0.022
41 H 0.735 0.015 1.413  0.063
42 H 3.358 3.316 -0.953  0.060
43 Cl -0.277 -3.434 3.518  0.645
44 H -2.960 3.269 -2.830  0.051
45 H -1.014 0.266 -3.338  0.026
46 H 2.802 0.126 0.573  0.106
47 H 2.979 2.444 0.567  0.060
48 C 0.650 -0.163 0.335  -0.279
49 C -2.716 -0.351 3.984  -0.668
50 C -0.450 -1.230 0.101  -0.187
51 H 1.522 -3.800 -2.595  0.105
52 H 3.438 -1.989 0.402  0.073
53 H -0.323 -2.022 0.844  0.078
54 C -2.653 3.208 -1.771  -0.319
55 C -3.824 -2.373 4.927  -0.743
56 H 4.762 0.191 -1.728  0.061
57 H -1.411 -0.773 0.446  0.073
58 Cl -2.741 1.444 3.777  0.409
59 H 3.702 -0.317 -3.009  0.046
60 C 0.444 1.290 3.873  -0.324

This record from the Open Molecules 2025 dataset describes an isolated molecule of C9H12O2. The level of theory is ωB97M-V/def2-TZVPD.

Properties
relative energy (zero: lowest compared OMol25 entry of this formula, charge and spin) = 50.75 kcal per mole
SMILES = C=C1CC2(CCCC2)OC1=O
HOMO level = -9.9197 eV
frontier orbital gap = 0.3795 Ha
LUMO = 0.41 eV
largest force on an atom = 4.35 eV/Å

Each line ends with the Löwdin charge.
Geometry (Å):
1 H 1.134 1.916 -1.293  0.094
2 H -0.824 -1.750 -0.809  0.122
3 O 1.281 -0.166 2.781  0.105
4 H -1.760 2.623 -0.579  0.129
5 H -0.685 2.568 -3.074  0.121
6 H 1.062 0.720 -2.597  0.118
7 H 0.815 -1.494 -1.161  0.113
8 C 0.082 -1.297 -0.453  -0.107
9 H -2.451 -0.374 -0.785  0.142
10 C -0.708 1.638 -2.455  -0.231
11 C 0.605 -1.638 0.887  -0.191
12 H -1.231 0.880 -3.075  0.115
13 C -1.763 0.500 -0.394  -0.076
14 H 1.235 -3.049 2.455  0.097
15 C 1.029 -2.786 1.396  0.111
16 C 0.825 -0.365 1.662  -0.366
17 H -1.999 0.911 0.578  0.097
18 H -2.798 1.858 -1.802  0.105
19 C 0.508 1.150 -1.702  -0.062
20 H 1.051 -3.653 0.747  0.071
21 C -1.771 1.762 -1.347  -0.236
22 O 0.537 0.691 0.772  0.022
23 C -0.156 0.143 -0.432  -0.294

This record from the Open Molecules 2025 dataset describes a structure of composition C6H15NO. The level of theory is ωB97M-V/def2-TZVPD.

Properties
relative energy (zero: lowest compared OMol25 entry of this formula, charge and spin) = 148.38 kcal per mole
HOMO level = -6.5870 eV
frontier orbital gap = 0.2744 Ha
LUMO = 0.88 eV
largest force on an atom = 3.05 eV/Å

Each line ends with the Löwdin charge.
Geometry (Å):
1 H -2.227 0.541 2.213  0.072
2 H -3.052 -0.995 1.963  0.072
3 C -1.032 -0.952 1.197  -0.128
4 H 1.973 -0.728 -1.344  0.081
5 H -1.548 -0.348 -1.796  0.094
6 H -0.508 -1.311 2.082  0.081
7 H 0.570 -1.767 -1.796  0.088
8 O 1.531 1.675 -0.519  -0.365
9 H 3.300 1.730 0.382  0.057
10 H -1.457 1.262 -1.029  0.089
11 C 0.330 0.462 0.752  -0.054
12 H -0.213 1.349 1.047  0.107
13 H 3.361 1.548 -1.228  0.055
14 C -2.349 -0.286 1.511  -0.148
15 N 2.873 1.219 -0.394  -0.107
16 H 1.163 0.132 1.359  0.109
17 H -2.835 0.096 0.610  0.063
18 C -0.877 0.449 -1.464  -0.033
19 H -1.150 -1.796 0.519  0.084
20 H 1.315 -1.866 -0.191  0.093
21 C 0.169 -0.068 -0.527  -0.373
22 H -0.371 0.842 -2.348  0.100
23 C 1.037 -1.188 -0.999  -0.037

This record from the Open Molecules 2025 dataset describes a cluster of 2 separate species, C12H11ISi in total. The level of theory is ωB97M-V/def2-TZVPD.

Properties
relative energy (zero: lowest compared OMol25 entry of this formula, charge and spin) = 17.41 kcal per mole
HOMO level (spin up / spin down) = -6.3878 / -6.3985 eV
frontier orbital gap (spin up / spin down) = 0.1157 / 0.1163 Ha
LUMO (spin up / spin down) = -3.24 / -3.23 eV
largest force on an atom = 2.50 eV/Å

Each line ends with the Löwdin charge.
Geometry (Å):
1 C -0.166 -1.418 0.130  -0.263
2 H 2.474 -2.026 1.459  -0.033
3 H -3.862 -1.124 -1.038  0.113
4 C -2.002 -0.150 -0.853  -0.022
5 H -1.057 2.509 -0.913  0.110
6 H -0.789 -3.013 -1.124  0.128
7 C 0.797 3.278 -0.179  -0.048
8 H 0.559 4.294 -0.456  0.112
9 Si 1.489 -1.152 0.869  1.128
10 C -0.954 -2.673 -0.095  -0.202
11 I 6.273 -0.457 -0.223  -0.760
12 C -2.848 -1.173 -0.672  -0.032
13 H -2.312 0.733 -1.390  0.110
14 H 2.714 3.794 0.619  0.115
15 C 2.011 2.998 0.427  -0.049
16 C -2.442 -2.384 0.109  -0.177
17 C -0.118 2.267 -0.438  -0.006
18 H -3.040 -3.250 -0.178  0.117
19 C 2.328 1.696 0.787  -0.060
20 C -0.679 -0.204 -0.290  -0.177
21 C 0.178 0.959 -0.087  -0.203
22 H -0.628 -3.472 0.572  0.111
23 C 1.424 0.678 0.539  -0.243
24 H 3.279 1.480 1.249  0.099
25 H -2.629 -2.190 1.175  0.132

This record from the Open Molecules 2025 dataset describes a cluster of 2 separate species, C5H11O2 in total. The level of theory is ωB97M-V/def2-TZVPD.

Properties
relative energy (zero: lowest compared OMol25 entry of this formula, charge and spin) = 22.45 kcal per mole
HOMO level = -3.8067 eV
frontier orbital gap = 0.2861 Ha
LUMO = 3.98 eV
largest force on an atom = 3.61 eV/Å
net charge = -1

Each line ends with the Löwdin charge.
Geometry (Å):
1 H -0.740 -0.171 -1.762  0.056
2 H 0.579 -1.060 -2.219  0.040
3 H 1.280 -3.143 -0.579  0.064
4 C 0.121 -0.655 -1.353  -0.153
5 H -0.954 2.700 2.198  0.041
6 O 0.031 3.152 -0.721  -0.084
7 H -0.901 -2.279 -0.355  0.101
8 C -0.074 -1.540 -0.114  -0.332
9 H -2.053 2.952 0.716  0.042
10 H 0.948 -3.086 1.065  0.063
11 O 0.948 1.460 0.469  -0.089
12 C 0.129 2.326 0.186  -0.805
13 C 1.126 -2.388 0.207  -0.151
14 H -1.512 1.399 1.233  0.017
15 H 0.722 0.273 -1.150  0.063
16 H -0.389 -0.728 0.579  0.092
17 H 1.925 -1.645 0.446  0.089
18 C -1.187 2.432 1.152  -0.055

Question: Among the records above, which one has the lowest largest force on an atom?
Answer: C10H15FNO4S3